Entry 1:
# C12H18BrFNO16PS

C12H18BrFNO16PS as an isolated structure (the ωB97M-V functional and the def2-TZVPD basis, OMol25).

Summary:
E_HOMO	-9.8486	eV
E_tot	-139870.455	eV
net charge	0
multiplicity	1
molar mass	594.210	g/mol
LUMO level	0.09	eV

Last column: Mulliken charge in e.
Positions of all 51 atoms, in Å:
O (-4.810, 0.111, -1.956)  -0.5469
S (-3.963, 1.174, -2.368)  1.1475
O (-4.273, 2.530, -2.114)  -0.5192
F (-3.818, 1.023, -3.915)  -0.2040
N (-2.389, 0.925, -1.948)  -0.1820
Br (-1.580, -0.582, -2.724)  0.1244
P (-1.949, 0.984, -0.183)  0.5345
O (-1.357, 2.498, -0.158)  -0.4922
O (-3.361, 1.400, 0.500)  -0.4901
H (-0.711, 2.634, -0.861)  0.3135
H (-3.797, 0.624, 0.875)  0.3413
C (-1.751, 2.516, 4.767)  -0.3690
C (-2.923, 1.953, 3.982)  -0.2285
O (-2.443, 0.647, 3.631)  -0.3256
C (-1.491, 0.282, 4.514)  0.7058
O (-1.036, -0.813, 4.612)  -0.5686
O (-1.143, 1.329, 5.294)  -0.3379
H (-2.039, 3.167, 5.587)  0.3085
H (-1.027, 3.021, 4.126)  0.2766
H (-3.818, 1.839, 4.595)  0.2804
H (-3.156, 2.505, 3.076)  0.2505
C (1.773, -2.392, -5.497)  -0.2282
C (3.099, -2.854, -4.920)  -0.2567
O (3.054, -2.318, -3.592)  -0.3524
C (1.760, -2.133, -3.248)  0.6356
O (1.373, -1.858, -2.159)  -0.5088
O (0.955, -2.300, -4.323)  -0.2909
H (1.331, -3.090, -6.202)  0.3038
H (1.844, -1.405, -5.957)  0.2290
H (3.174, -3.940, -4.857)  0.2665
H (3.961, -2.460, -5.452)  0.1814
C (-2.346, -1.136, 7.420)  -0.2889
C (-2.481, -1.868, 8.742)  -0.3227
O (-3.341, -0.994, 9.486)  -0.3349
C (-4.050, -0.239, 8.615)  0.6307
O (-4.956, 0.469, 8.912)  -0.5339
O (-3.577, -0.402, 7.358)  -0.2820
H (-2.259, -1.782, 6.553)  0.3596
H (-1.520, -0.424, 7.420)  0.2322
H (-2.977, -2.834, 8.634)  0.2421
H (-1.544, -1.994, 9.277)  0.2917
C (6.901, 0.311, -6.605)  -0.2870
C (6.045, 1.305, -5.840)  -0.2867
O (4.845, 1.332, -6.622)  -0.3228
C (4.759, 0.181, -7.325)  0.6866
O (3.801, -0.172, -7.933)  -0.5293
O (5.913, -0.519, -7.227)  -0.3378
H (7.542, -0.299, -5.976)  0.2860
H (7.495, 0.788, -7.386)  0.2680
H (5.799, 0.956, -4.836)  0.2459
H (6.464, 2.306, -5.789)  0.2848



Entry 2:
# C2HCl3S

A 2-piece molecular cluster, C2HCl3S overall at a distorted geometry (the ωB97M-V functional and the def2-TZVPD basis, OMol25).

Summary:
E_HOMO	-9.1043	eV
relative energy (zero: lowest compared OMol25 entry of this formula, charge and spin)	260.2	kJ/mol
E_tot	-50488.986	eV
net charge	0
multiplicity	1
molar mass	163.456	g/mol
LUMO level	-1.24	eV

Last column: Mulliken charge in e.
Positions of all 7 atoms, in Å:
C (-0.692, -1.467, -0.940)  -0.0813
C (1.263, 1.675, 0.952)  -0.0122
S (0.258, -0.201, -1.220)  -0.1383
Cl (-0.226, -2.885, -0.112)  -0.0825
Cl (0.825, 3.172, 0.345)  -0.0045
Cl (0.298, 1.198, 2.239)  -0.0075
H (-1.726, -1.492, -1.266)  0.3263



Entry 3:
# C2H7N3O2

A 2-piece molecular cluster, C2H7N3O2 overall at a distorted geometry (the ωB97M-V functional and the def2-TZVPD basis, OMol25).

Summary:
E_HOMO	-8.7264	eV
relative energy (zero: lowest compared OMol25 entry of this formula, charge and spin)	71.5	kJ/mol
E_tot	-10753.335	eV
net charge	0
multiplicity	1
molar mass	105.097	g/mol
LUMO level	0.16	eV

Last column: Mulliken charge in e.
Positions of all 14 atoms, in Å:
O (-2.360, 0.577, -0.708)  -0.7809
C (-2.800, 0.786, 0.460)  0.1014
O (-2.131, 0.856, 1.514)  -0.7466
H (-3.880, 0.995, 0.538)  0.3795
N (1.446, -0.373, -1.497)  -0.4515
C (1.124, -0.352, -0.182)  0.6731
N (-0.045, -0.023, 0.233)  -0.1292
N (2.121, -0.692, 0.704)  -0.4965
H (0.662, -0.322, -2.131)  0.2627
H (2.161, -1.025, -1.761)  0.2441
H (-0.852, 0.238, -0.421)  0.2049
H (-0.403, 0.154, 1.178)  0.2399
H (3.049, -0.392, 0.429)  0.2429
H (1.908, -0.426, 1.644)  0.2561



Entry 4:
# C59H77GeIN9P3STi

C59H77GeIN9P3STi as an isolated structure at a distorted geometry (the ωB97M-V functional and the def2-TZVPD basis, OMol25).

Summary:
E_HOMO	-11.9193	eV
relative energy (zero: lowest compared OMol25 entry of this formula, charge and spin)	325.4	kJ/mol
E_tot	-202264.812	eV
net charge	+2
multiplicity	1
molar mass	1284.698	g/mol
LUMO level	-6.71	eV

Last column: Mulliken charge in e.
Positions of all 152 atoms, in Å:
Ti (0.373, 0.189, -1.147)  -1.6659
C (-3.488, 3.770, 0.999)  -1.9482
C (-2.918, 3.221, -0.301)  0.4620
C (-2.244, 4.372, -1.040)  -1.6722
P (-1.862, 1.634, -0.150)  1.4898
C (-1.711, 1.228, 1.707)  -0.7895
N (-0.425, 1.420, 2.312)  0.9611
Ge (1.060, 0.415, 1.509)  2.6769
N (1.756, -0.950, 2.707)  0.3594
C (1.338, -2.305, 2.460)  -2.3075
P (-0.495, -2.286, 2.044)  1.5001
C (-0.993, -4.117, 2.023)  0.7332
C (-1.699, -4.456, 0.711)  -1.8074
C (0.145, -5.094, 2.296)  -1.6692
C (-1.200, -1.775, 3.727)  1.4976
C (-0.791, -2.638, 4.917)  -1.3297
C (-2.727, -1.733, 3.651)  -1.6476
C (2.039, -0.571, 3.998)  0.2568
C (2.330, -1.421, 5.071)  -1.2506
C (2.384, -0.926, 6.360)  -0.6941
C (2.131, 0.411, 6.608)  -1.4543
C (2.001, 1.286, 5.541)  0.0643
C (2.027, 0.805, 4.245)  0.1529
N (2.098, 1.657, 3.060)  1.4638
C (1.236, 2.788, 3.297)  0.1787
C (1.660, 3.971, 3.870)  -0.2278
C (0.732, 4.926, 4.254)  -1.2627
C (-0.618, 4.662, 4.114)  -1.0992
C (-1.048, 3.496, 3.507)  -1.2871
C (-0.127, 2.559, 3.033)  0.8119
C (3.501, 1.959, 2.823)  0.1140
C (4.360, 2.284, 3.870)  -0.1884
C (5.703, 2.535, 3.652)  -0.9746
C (6.229, 2.455, 2.375)  -1.0626
C (5.393, 2.129, 1.325)  -0.4278
C (4.038, 1.881, 1.536)  -0.6346
N (3.186, 1.496, 0.457)  1.2013
C (3.363, 2.228, -0.793)  -2.7668
P (1.728, 2.413, -1.679)  2.8912
C (2.323, 2.780, -3.415)  0.1470
C (1.205, 3.387, -4.259)  -1.3925
C (2.884, 1.549, -4.112)  -1.5400
C (1.225, 4.124, -1.109)  1.0117
C (2.225, 5.236, -1.417)  -1.8491
C (0.945, 4.051, 0.386)  -1.9362
C (-3.257, 0.448, -0.608)  1.1852
C (-2.705, -0.972, -0.675)  -1.3241
C (-4.511, 0.490, 0.263)  -1.6760
H (-4.200, 4.556, 0.755)  0.5279
H (-2.705, 4.219, 1.603)  0.4481
H (-4.022, 3.027, 1.583)  0.4035
H (-3.747, 2.876, -0.930)  0.6131
H (-1.532, 4.885, -0.402)  0.4207
H (-3.007, 5.095, -1.322)  0.5823
H (-1.746, 4.045, -1.951)  0.1241
H (-1.935, 0.155, 1.740)  -2.1995
H (-2.485, 1.769, 2.252)  0.8518
H (1.527, -2.944, 3.320)  0.6405
H (1.904, -2.705, 1.613)  0.2261
H (-1.736, -4.224, 2.820)  0.7975
H (-1.004, -4.452, -0.126)  0.2462
H (-2.500, -3.749, 0.500)  0.3232
H (-2.137, -5.449, 0.780)  0.7176
H (0.918, -5.031, 1.536)  0.2065
H (-0.241, -6.111, 2.287)  0.4814
H (0.591, -4.928, 3.273)  0.3700
H (-0.824, -0.754, 3.892)  -0.5495
H (-1.004, -3.692, 4.746)  0.2117
H (-1.355, -2.322, 5.794)  0.5005
H (0.261, -2.522, 5.156)  0.1921
H (-3.140, -2.738, 3.665)  0.4438
H (-3.090, -1.236, 2.754)  0.2498
H (-3.130, -1.204, 4.512)  0.5052
H (2.536, -2.469, 4.905)  0.6739
H (2.595, -1.595, 7.180)  0.4745
H (2.078, 0.780, 7.620)  0.4715
H (1.869, 2.339, 5.733)  0.6471
H (2.713, 4.150, 4.025)  0.5826
H (1.066, 5.849, 4.700)  0.4895
H (-1.346, 5.377, 4.467)  0.4796
H (-2.108, 3.310, 3.451)  0.8814
H (3.991, 2.324, 4.881)  0.5620
H (6.338, 2.799, 4.483)  0.5108
H (7.283, 2.621, 2.204)  0.4322
H (5.803, 2.039, 0.328)  0.5425
H (4.058, 1.719, -1.474)  0.5924
H (3.763, 3.226, -0.585)  0.7777
H (3.129, 3.513, -3.281)  0.8820
H (0.849, 4.335, -3.866)  0.2704
H (0.361, 2.701, -4.328)  0.1317
H (1.568, 3.565, -5.269)  0.5210
H (2.074, 0.873, -4.376)  0.1596
H (3.606, 1.019, -3.493)  0.2763
H (3.384, 1.850, -5.029)  0.5779
H (0.296, 4.350, -1.643)  -0.0733
H (3.205, 5.055, -0.983)  0.3175
H (1.849, 6.157, -0.978)  0.4837
H (2.341, 5.408, -2.483)  0.4744
H (1.845, 3.795, 0.941)  0.6083
H (0.178, 3.301, 0.592)  -0.3314
H (0.599, 5.012, 0.759)  0.8301
H (-3.539, 0.757, -1.626)  0.3395
H (-2.693, -1.434, 0.313)  -0.5976
H (-1.669, -0.958, -1.064)  -0.1000
H (-3.320, -1.592, -1.325)  0.8546
H (-4.297, 0.211, 1.291)  0.2077
H (-5.233, -0.224, -0.129)  0.4525
H (-4.990, 1.464, 0.257)  0.4443
I (4.725, -3.241, -3.775)  0.1758
C (3.571, -2.044, -2.505)  -2.0084
C (3.769, -1.776, -1.142)  -0.2902
N (2.807, -0.973, -0.711)  -1.4677
N (1.996, -0.682, -1.749)  1.7262
C (2.434, -1.334, -2.844)  -0.4223
H (4.542, -2.134, -0.489)  0.6332
H (3.352, 0.504, 0.246)  0.3184
H (1.931, -1.297, -3.796)  0.8213
S (-0.306, 0.344, -3.388)  0.0694
C (-1.948, 0.576, -4.023)  0.6627
C (-2.439, -0.334, -4.952)  -0.8054
C (-3.664, -0.104, -5.552)  -0.7307
C (-4.392, 1.032, -5.239)  -0.8757
C (-3.893, 1.946, -4.325)  -0.2307
C (-2.671, 1.721, -3.719)  -0.7622
H (-1.851, -1.199, -5.220)  0.5465
H (-4.038, -0.808, -6.278)  0.4796
H (-5.336, 1.217, -5.724)  0.4155
H (-4.447, 2.845, -4.099)  0.5170
H (-2.246, 2.436, -3.029)  0.6080
C (1.391, -4.373, -1.774)  -1.1470
C (0.890, -3.269, -1.102)  -0.6187
N (-0.024, -2.448, -1.621)  1.5882
C (-0.524, -2.769, -2.815)  -0.8853
C (-0.074, -3.842, -3.584)  0.5191
C (0.936, -4.643, -3.052)  -0.7245
C (-0.568, -4.053, -4.954)  -1.3538
C (-1.654, -4.707, -5.361)  -0.9102
C (-2.643, -5.425, -4.566)  0.6757
C (-2.542, -5.718, -3.203)  0.0437
C (-3.584, -6.446, -2.648)  -0.4684
N (-4.623, -6.846, -3.359)  -0.5503
C (-4.636, -6.528, -4.641)  -0.1530
N (-3.703, -5.841, -5.261)  -0.5476
H (2.144, -4.995, -1.315)  0.5261
H (1.235, -3.021, -0.107)  -0.3257
H (-1.330, -2.146, -3.185)  0.7487
H (1.337, -5.470, -3.619)  0.5952
H (0.069, -3.613, -5.712)  0.5407
H (-1.873, -4.745, -6.419)  0.4547
H (-1.699, -5.411, -2.608)  0.2944
H (-3.588, -6.723, -1.603)  0.4442
H (-5.477, -6.865, -5.230)  0.4187



Entry 5:
# C39H100N6O14S

A 7-piece molecular cluster, C39H100N6O14S overall at a distorted geometry (the ωB97M-V functional and the def2-TZVPD basis, OMol25).

Summary:
E_HOMO (alpha / beta)	-19.1035 / -19.1035	eV
E_tot	-90446.896	eV
net charge	+5
multiplicity	2
molar mass	909.324	g/mol
LUMO level (alpha / beta)	-10.47 / -16.89	eV

Last column: Löwdin spin population.
Positions of all 160 atoms, in Å:
S (0.760, -0.312, 0.368)  0.0000
O (0.452, -0.313, -1.061)  0.0000
O (2.164, -0.350, 0.574)  0.0001
O (0.207, 0.875, 0.985)  0.0000
O (0.254, -1.522, 0.977)  0.0000
C (0.690, -6.089, 1.136)  0.0001
O (1.694, -5.221, 1.663)  0.0007
C (1.314, -4.155, 2.529)  0.0002
C (2.566, -3.253, 2.662)  0.0004
N (2.147, -1.797, 3.011)  0.0017
H (1.426, -1.519, 2.360)  -0.0001
H (1.730, -1.824, 3.930)  -0.0003
C (3.275, -0.774, 3.077)  0.0036
C (4.115, -1.104, 4.257)  0.0891
O (3.387, -1.349, 5.424)  0.6286
C (4.152, -1.619, 6.614)  0.0984
H (0.269, -5.729, 0.198)  0.0000
H (-0.178, -6.105, 1.795)  0.0000
H (1.148, -7.066, 0.978)  0.0000
H (0.967, -4.638, 3.442)  0.0001
H (0.431, -3.619, 2.181)  0.0001
H (3.192, -3.249, 1.769)  0.0000
H (3.110, -3.694, 3.497)  0.0000
H (2.875, 0.239, 3.034)  0.0016
H (3.829, -1.051, 2.180)  -0.0001
H (4.674, -0.203, 4.511)  0.0435
H (4.874, -1.873, 4.120)  0.0350
H (5.123, -1.122, 6.624)  0.0243
H (4.476, -2.657, 6.549)  0.0601
H (3.505, -1.543, 7.488)  0.0070
C (0.375, -3.532, -4.597)  0.0000
O (1.328, -3.153, -3.627)  0.0000
C (1.044, -3.487, -2.242)  0.0000
C (2.209, -3.239, -1.327)  0.0000
N (2.899, -1.868, -1.711)  0.0000
H (2.613, -1.522, -2.616)  0.0000
H (2.420, -1.156, -1.179)  0.0000
C (4.397, -1.753, -1.482)  0.0000
C (5.079, -2.381, -2.694)  0.0000
O (6.421, -1.785, -2.843)  0.0000
C (7.342, -2.586, -2.117)  0.0000
H (0.809, -4.165, -5.370)  0.0000
H (0.041, -2.576, -5.002)  0.0000
H (-0.516, -3.868, -4.067)  0.0000
H (0.873, -4.548, -2.063)  0.0000
H (0.203, -3.002, -1.745)  0.0000
H (2.913, -4.062, -1.452)  0.0000
H (1.948, -3.006, -0.295)  0.0000
H (4.666, -2.197, -0.523)  0.0000
H (4.523, -0.671, -1.447)  0.0000
H (4.491, -2.067, -3.557)  0.0000
H (4.864, -3.448, -2.627)  0.0000
H (6.985, -2.710, -1.095)  0.0000
H (8.323, -2.122, -2.222)  0.0000
H (7.439, -3.621, -2.444)  0.0000
C (-0.130, 1.371, -4.426)  0.0000
O (-1.369, 1.202, -5.021)  0.0000
C (-1.733, 0.020, -5.643)  0.0000
C (-2.932, 0.305, -6.598)  0.0000
N (-4.095, 0.963, -5.765)  0.0000
H (-4.249, 0.389, -4.949)  0.0000
H (-3.842, 1.782, -5.231)  0.0000
C (-5.420, 1.213, -6.614)  0.0000
C (-6.529, 1.786, -5.714)  0.0000
O (-6.575, 1.039, -4.586)  0.0000
C (-7.836, 1.246, -3.974)  0.0000
H (0.572, 1.863, -5.099)  0.0000
H (0.390, 0.571, -3.899)  0.0000
H (-0.215, 2.190, -3.711)  0.0000
H (-1.995, -0.786, -4.958)  0.0000
H (-0.955, -0.343, -6.315)  0.0000
H (-3.255, -0.702, -6.859)  0.0000
H (-2.765, 0.899, -7.496)  0.0000
H (-5.637, 0.231, -7.033)  0.0000
H (-5.305, 1.912, -7.442)  0.0000
H (-7.506, 1.926, -6.177)  0.0000
H (-6.282, 2.799, -5.397)  0.0000
H (-8.361, 2.200, -4.033)  0.0000
H (-7.685, 0.996, -2.924)  0.0000
H (-8.483, 0.447, -4.336)  0.0000
C (5.786, 2.018, 3.269)  0.0025
O (4.529, 1.923, 2.544)  0.0001
C (3.890, 3.189, 2.391)  0.0001
C (2.688, 3.113, 1.336)  0.0000
N (3.038, 2.278, 0.151)  0.0000
H (4.029, 2.281, -0.048)  0.0000
H (2.972, 1.311, 0.434)  0.0000
C (2.290, 2.507, -1.168)  0.0000
C (2.394, 4.032, -1.606)  0.0000
O (3.648, 4.616, -1.298)  0.0000
C (3.957, 5.784, -2.044)  0.0000
H (5.448, 2.213, 4.287)  0.0004
H (6.402, 2.797, 2.821)  0.0004
H (6.237, 1.032, 3.157)  0.0007
H (4.514, 4.028, 2.080)  0.0000
H (3.407, 3.523, 3.309)  0.0000
H (2.344, 4.110, 1.059)  0.0000
H (1.709, 2.728, 1.623)  0.0000
H (1.322, 2.097, -0.882)  0.0000
H (2.602, 1.876, -2.000)  0.0000
H (1.579, 4.527, -1.078)  0.0000
H (2.205, 4.091, -2.678)  0.0000
H (4.775, 6.358, -1.609)  0.0000
H (3.096, 6.452, -2.023)  0.0000
H (4.212, 5.586, -3.085)  0.0000
C (-5.775, 0.041, 0.135)  0.0000
O (-4.411, -0.175, -0.255)  0.0000
C (-4.152, 0.358, -1.560)  0.0000
C (-2.687, 0.044, -1.876)  0.0000
N (-2.057, -1.145, -1.044)  0.0000
H (-1.049, -1.108, -1.088)  0.0000
H (-2.347, -0.988, -0.089)  0.0000
C (-2.630, -2.500, -1.371)  0.0000
C (-2.608, -3.418, -0.172)  0.0000
O (-3.255, -2.696, 0.873)  0.0000
C (-2.654, -2.928, 2.158)  0.0000
H (-6.423, -0.683, -0.359)  0.0000
H (-6.066, 1.058, -0.127)  0.0000
H (-5.946, -0.093, 1.203)  0.0000
H (-4.196, 1.446, -1.524)  0.0000
H (-4.828, 0.218, -2.403)  0.0000
H (-2.127, 0.912, -1.529)  0.0000
H (-2.397, -0.088, -2.918)  0.0000
H (-2.129, -2.775, -2.300)  0.0000
H (-3.679, -2.344, -1.622)  0.0000
H (-1.598, -3.778, 0.024)  0.0000
H (-3.176, -4.329, -0.360)  0.0000
H (-1.734, -2.377, 2.358)  0.0000
H (-2.360, -3.976, 2.202)  0.0000
H (-3.325, -2.685, 2.982)  0.0000
C (0.773, 1.475, 5.738)  0.0010
C (-0.707, 1.694, 5.446)  0.0004
C (-0.948, 1.435, 3.935)  0.0000
N (-2.455, 1.592, 3.475)  0.0000
C (-2.596, 1.615, 1.928)  0.0000
C (-2.050, 2.889, 1.299)  0.0000
C (-2.537, 4.180, 1.948)  0.0000
C (-2.540, 4.043, 3.474)  0.0000
C (-3.219, 2.852, 4.015)  0.0000
C (-3.282, 0.357, 3.830)  0.0000
H (1.142, 1.813, 6.706)  0.0000
H (1.377, 2.001, 4.999)  0.0000
H (1.063, 0.444, 5.533)  0.0004
H (-0.853, 2.741, 5.714)  0.0001
H (-1.297, 1.055, 6.103)  0.0000
H (-0.669, 0.420, 3.653)  0.0000
H (-0.385, 2.203, 3.405)  0.0000
H (-2.002, 0.774, 1.572)  0.0000
H (-3.642, 1.486, 1.649)  0.0000
H (-0.975, 2.905, 1.120)  0.0000
H (-2.366, 2.914, 0.257)  0.0000
H (-1.925, 4.999, 1.571)  0.0000
H (-3.506, 4.365, 1.484)  0.0000
H (-1.475, 3.990, 3.697)  0.0000
H (-2.846, 4.972, 3.955)  0.0000
H (-3.075, 2.782, 5.093)  0.0000
H (-4.290, 2.861, 3.812)  0.0000
H (-3.219, 0.382, 4.918)  0.0000
H (-2.742, -0.513, 3.456)  0.0000
H (-4.344, 0.457, 3.607)  0.0000